[1]
C3H2FGaO2 | wB97M-V/def2-TZVPD

XYZ file:
```
9
Properties=species:S:1:pos:R:3:mulliken_spin:R:1
Ga -1.971 0.166 1.274 0.587
F -1.290 -0.715 -1.026 0.017
O 1.756 0.846 -1.325 0.005
O 0.880 0.790 0.781 0.039
C 0.178 -0.858 -0.322 -0.012
C 1.114 0.322 -0.453 0.006
C -0.079 -0.348 1.074 0.336
H 0.532 -1.872 -0.531 0.006
H 0.321 -0.992 1.870 0.016
```

The frontier orbital gap (spin up / spin down) is 9.4 / 7.0 eV. The energy above the lowest of the compared OMol25 structures with the same formula, charge and spin is 0.0 kJ/mol. Its net charge is +1. The electronic energy comes out at -2290.23203 hartree. As for the spin multiplicity: 2.



[2]
C3H8O2 | wB97M-V/def2-TZVPD

XYZ file:
```
13
Properties=species:S:1:pos:R:3:mulliken_charge:R:1
O -0.196 1.198 0.006 -0.523
O -2.781 0.118 -1.401 -0.663
C 0.413 0.008 0.388 0.707
C -0.358 -1.075 0.453 -0.914
C 1.904 0.046 0.553 -1.024
H -2.199 -0.021 -2.156 0.322
H 0.061 1.926 0.585 0.307
H 0.173 -2.001 0.647 0.211
H 2.241 -0.980 0.691 0.295
H 2.284 0.293 -0.446 0.269
H -2.383 0.791 -0.825 0.305
H -1.391 -1.005 0.154 0.364
H 2.231 0.703 1.352 0.344
```

The frontier orbital gap is 9.9 eV. The energy above the lowest of the compared OMol25 structures with the same formula, charge and spin is 111.4 kJ/mol. The electronic energy comes out at -269.55246 hartree.



[3]
H2N2O5S | wB97M-V/def2-TZVPD

XYZ file:
```
10
Properties=species:S:1:pos:R:3:mulliken_spin:R:1
S -1.177 0.284 0.395 0.011
O 0.078 0.195 1.348 0.019
O 2.015 -2.415 -0.946 0.703
O -2.311 0.575 1.158 0.002
O -1.230 -0.873 -0.430 0.006
O -0.866 1.537 -0.457 0.015
N 1.712 -1.289 -0.882 0.355
N 1.392 -0.217 -0.753 0.882
H 0.482 1.070 1.556 -0.001
H -0.095 1.133 -0.989 0.008
```

The frontier orbital gap (spin up / spin down) is 6.6 / 6.6 eV. The energy above the lowest of the compared OMol25 structures with the same formula, charge and spin is 159.4 kJ/mol. The electronic energy comes out at -884.79956 hartree. As for the spin multiplicity: 3.



[4]
C3H4O3 | wB97M-V/def2-TZVPD

XYZ file:
```
10
Properties=species:S:1:pos:R:3:mulliken_charge:R:1
O -2.431 0.392 -0.258 -0.504
O 3.246 0.016 -0.487 -0.303
O -0.103 -1.626 -0.135 -0.438
C -0.139 -0.302 -0.195 -0.101
C 2.540 0.293 0.398 0.098
C -1.086 0.594 -0.158 -0.019
H 0.479 -1.952 -0.881 0.392
H -2.444 -0.536 -0.634 0.322
H -0.711 1.572 -0.061 0.337
H 2.808 0.886 1.423 0.216
```

The frontier orbital gap (spin up / spin down) is 8.5 / 8.5 eV. The energy above the lowest of the compared OMol25 structures with the same formula, charge and spin is 592.9 kJ/mol. The electronic energy comes out at -342.23012 hartree.



[5]
CH4INO2S | wB97M-V/def2-TZVPD

XYZ file:
```
10
Properties=species:S:1:pos:R:3:mulliken_charge:R:1
I 3.786 -2.301 0.817 -0.236
S 0.346 -1.691 1.830 0.864
O 0.477 -1.554 3.254 -0.433
O -0.717 -2.470 1.264 -0.478
N 0.293 -0.141 1.150 -0.244
C -0.146 -0.041 -0.218 -0.726
H -1.146 -0.471 -0.287 0.274
H -0.185 1.010 -0.500 0.316
H 1.120 0.403 1.359 0.329
H 0.516 -0.565 -0.913 0.334
```

The frontier orbital gap (spin up / spin down) is 5.4 / 5.4 eV. The energy above the lowest of the compared OMol25 structures with the same formula, charge and spin is 175.6 kJ/mol. The electronic energy comes out at -941.51801 hartree.



[6]
C7H15N2O | wB97M-V/def2-TZVPD

XYZ file:
```
25
Properties=species:S:1:pos:R:3:mulliken_charge:R:1
O 0.459 2.116 -0.502 -0.616
N -2.328 -1.616 0.137 -0.285
N -1.852 0.602 -0.076 0.079
C 2.291 0.143 1.314 -1.328
C 1.638 -0.418 -1.168 -0.512
C -1.488 -0.632 -0.085 0.473
C 1.649 -1.749 -1.002 -0.783
C -3.238 0.933 0.067 -1.241
C 1.573 1.855 -0.125 -0.201
C 2.275 0.563 -0.226 0.660
H 3.381 0.582 -0.451 0.342
H 1.298 0.036 1.815 0.291
H 2.728 -0.866 1.494 0.353
H -2.033 -2.568 0.279 0.258
H 0.941 -0.055 -1.944 0.455
H -3.802 0.347 -0.596 0.454
H -3.522 0.729 1.179 0.355
H -0.461 -0.854 -0.271 -0.010
H 2.215 2.663 0.348 0.337
H 2.270 -2.290 -0.321 0.272
H 0.931 -2.384 -1.664 0.272
H -3.364 1.936 -0.237 0.362
H -3.234 -1.278 0.360 0.202
H -1.095 1.294 -0.237 0.401
H 2.770 0.912 1.911 0.411
```

The frontier orbital gap is 10.7 eV. The energy above the lowest of the compared OMol25 structures with the same formula, charge and spin is 213.6 kJ/mol. Its net charge is +1. The electronic energy comes out at -460.19157 hartree.



electronic energy of number 6 (C7H15N2O)? -460.19157 hartree